{"formula": "C5H10O2", "method": "ωB97M-V/def2-TZVPD", "homo_energy_ev": -9.78, "spin_multiplicity": 1, "total_energy_ha": -346.916486, "relative_energy_ev": 2.965, "lumo_ev": 0.86, "symbols": ["C", "H", "H", "C", "H", "H", "O", "H", "H", "O", "H", "C", "H", "H", "C", "C", "H"], "xyz": [[-1.19139, 0.40000, -0.62674], [-2.30761, -0.78559, 0.81519], [1.12739, 1.87470, -0.38016], [-2.30564, -0.57371, -0.25911], [-2.19049, -1.52408, -0.78879], [-1.32943, 1.37142, -0.13406], [0.45851, -1.38856, -0.58462], [1.95575, 0.66159, -1.42134], [1.37462, -1.53916, -0.15539], [2.48759, -0.92057, 0.75182], [0.40309, 0.03124, 1.06707], [2.07724, 0.24187, 0.69701], [-3.27978, -0.14984, -0.52377], [-1.21260, 0.60094, -1.70720], [1.38256, 0.81603, -0.51002], [0.19596, -0.09122, -0.27460], [2.42123, 0.98133, 1.42128]], "mulliken_charge": [-0.3984, 0.3082, 0.2948, -1.1717, 0.2838, 0.3071, -0.5764, 0.2704, 0.3996, -0.5891, 0.1377, 0.0561, 0.3712, 0.2758, -0.6094, 0.2520, 0.3882]}

---

{"formula": "C3H9HgNO2PS", "method": "ωB97M-V/def2-TZVPD", "homo_energy_ev": -12.36, "spin_multiplicity": 1, "total_energy_ha": -1217.608023, "relative_energy_ev": 0.263, "charge": 1, "lumo_ev": -7.25, "symbols": ["H", "O", "H", "H", "S", "O", "P", "H", "H", "C", "C", "N", "H", "H", "C", "H", "Hg", "H"], "xyz": [[-1.87705, 0.88937, 3.44311], [2.38809, -0.97279, -2.18786], [-3.07034, 0.68867, 2.14396], [-0.11688, -1.21385, -1.10285], [-1.40113, 0.30478, 0.25567], [2.31420, 1.21567, -3.39723], [1.35483, 0.02839, -2.89103], [2.56342, -1.74878, -2.75356], [3.04023, 1.32708, -2.74866], [-1.28582, -0.49029, 1.86542], [-2.33603, 0.19213, 2.76048], [0.44332, 0.72822, -1.62606], [-2.83342, -0.56319, 3.34914], [0.87229, -0.41931, 0.11650], [0.07627, -0.27630, -0.59744], [-0.30597, -0.36440, 2.30544], [1.67874, 2.22045, -0.75459], [-1.50475, -1.54585, 1.81957]], "mulliken_charge": [0.2816, -0.4057, 0.3250, 0.4110, -0.1124, -0.3941, 0.4485, 0.3568, 0.2938, -0.3018, -1.0723, -0.3212, 0.3294, 0.3789, -0.5038, 0.3447, 0.6298, 0.3119]}

---

{"formula": "C10H17N2", "method": "ωB97M-V/def2-TZVPD", "homo_energy_ev": -12.40, "spin_multiplicity": 1, "total_energy_ha": -500.420850, "relative_energy_ev": 1.297, "charge": 1, "lumo_ev": -3.48, "symbols": ["C", "C", "H", "H", "H", "C", "H", "H", "H", "N", "H", "H", "C", "H", "H", "C", "H", "N", "C", "H", "C", "C", "H", "H", "H", "C", "C", "H", "H"], "xyz": [[-2.13494, -0.64174, 0.54086], [-2.20465, -1.76176, -0.18265], [0.60274, -1.37610, 1.89045], [-1.43361, 3.03581, -0.44818], [3.37851, -1.34817, 0.40584], [1.23379, 0.24281, -1.01620], [1.18661, -0.65394, -1.68034], [-2.92495, 0.03547, 0.71203], [-1.20711, -3.37085, -1.27094], [-0.52822, 1.30758, 0.22870], [-3.11987, -2.10715, -0.54352], [-0.18021, 1.87920, -1.71052], [-1.06271, -2.44190, -0.58457], [0.97990, -2.74192, -0.63338], [-1.94866, 2.45261, 1.21146], [-0.79622, -0.03616, 1.05009], [1.96390, 0.93270, -1.48274], [1.54046, -0.15145, 0.33917], [-1.69248, 2.15221, 0.20043], [-0.83086, 0.25394, 2.12592], [-0.13867, 0.93623, -1.09224], [0.45418, -1.01043, 0.85013], [3.59661, 0.21776, 0.04428], [-0.92554, 0.19386, -1.45727], [-2.43586, 1.62977, -0.35180], [0.18591, -2.13307, -0.18428], [2.89060, -0.43573, 0.70541], [0.24001, 1.78060, 0.77460], [3.08226, -0.26369, 1.77019]], "mulliken_charge": [-1.0756, -0.4271, 0.5088, 0.3355, 0.3255, -0.7684, 0.3313, 0.6968, 0.2921, -0.1083, 0.4907, 0.4273, -0.2434, 0.4599, 0.3302, -0.1559, 0.5370, -0.1465, -1.0773, 0.5133, -0.3324, -0.2292, 0.2975, 0.2421, 0.5634, -0.5764, -0.8954, 0.3690, 0.3156]}